Entry A
{
  "formula": "C3H3NO2",
  "method": "ωB97M-V/def2-TZVPD",
  "species": ["O", "O", "N", "C", "C", "C", "H", "H", "H"],
  "coordinates": [[-1.081, -0.676, -0.573], [0.721, -1.444, -1.886], [-0.031, 0.544, 0.788], [0.983, 0.117, -0.038], [0.406, -0.744, -0.965], [-1.201, 0.130, 0.434], [2.027, 0.320, 0.132], [-2.139, 0.370, 0.894], [0.234, 1.447, 1.239]],
  "homo_ev": -7.9,
  "homo_lumo_gap_ev": 8.3,
  "mol_weight_g_mol": 85.06
}

Entry B
{
  "formula": "C3H3NO2",
  "method": "ωB97M-V/def2-TZVPD",
  "species": ["O", "O", "N", "C", "C", "C", "H", "H", "H"],
  "coordinates": [[0.802, -0.839, -0.236], [3.029, -0.273, 0.013], [-0.143, 1.937, -0.036], [1.849, -0.299, -0.035], [-0.615, -0.609, 0.001], [-0.937, 1.065, 0.033], [-1.091, -1.056, -0.863], [-2.102, 0.977, 0.182], [-0.792, -0.902, 0.941]],
  "homo_ev": [-7.3, -7.8],
  "homo_lumo_gap_ev": [6.6, 7.4],
  "mol_weight_g_mol": 85.06
}

Short version: entry A is the most stable of them.

Entry A
{
  "formula": "C6H7OP",
  "method": "ωB97M-V/def2-TZVPD",
  "species": ["P", "O", "C", "C", "C", "C", "C", "C", "H", "H", "H", "H", "H", "H", "H"],
  "coordinates": [[2.762, 0.881, -0.367], [2.923, -0.701, 0.239], [0.886, -1.731, -0.226], [-0.074, -1.238, -0.898], [1.946, -1.568, 0.488], [1.130, 1.393, -0.123], [-0.943, -0.112, -0.449], [-0.094, 0.739, 0.608], [0.372, 0.150, 1.365], [0.972, 2.358, -0.709], [-0.770, 1.471, 1.074], [-0.183, -1.554, -1.910], [-1.885, -0.415, -0.101], [-1.103, 0.422, -1.501], [2.169, -2.168, 1.368]],
  "homo_ev": -8.6,
  "homo_lumo_gap_ev": 8.9,
  "mol_weight_g_mol": 126.09,
  "smiles": "C1=CCC/C=P\\OC=1"
}

Entry B
{
  "formula": "C6H7OP",
  "method": "ωB97M-V/def2-TZVPD",
  "species": ["P", "O", "C", "C", "C", "C", "C", "C", "H", "H", "H", "H", "H", "H", "H"],
  "coordinates": [[2.067, 1.412, -0.274], [2.714, -0.856, -0.111], [-0.920, 0.983, 0.377], [0.485, 1.144, -0.042], [1.681, -1.253, 0.437], [-0.856, -1.314, -0.480], [0.372, -1.347, -0.035], [-1.674, -0.023, -0.581], [2.080, 2.685, 0.025], [-1.612, 1.810, 0.305], [-0.732, 0.684, 1.462], [1.881, -1.487, 1.497], [-2.607, -0.289, -0.161], [-1.283, -2.343, -0.751], [-1.596, 0.192, -1.669]],
  "homo_ev": [-8.2, -8.2],
  "homo_lumo_gap_ev": [7.5, 7.5],
  "mol_weight_g_mol": 126.09
}

Short version: entry A is the most stable of them.

Entry A
{
  "formula": "C2H5NO3",
  "method": "ωB97M-V/def2-TZVPD",
  "species": ["O", "O", "O", "N", "C", "C", "H", "H", "H", "H", "H"],
  "coordinates": [[-0.804, -0.035, 0.245], [0.467, 0.296, 2.456], [2.484, -0.144, 2.927], [1.755, 0.060, 2.024], [-1.087, 0.270, -1.054], [-0.375, -0.241, -2.078], [-0.114, -0.740, 0.246], [-0.042, 0.521, 1.626], [0.532, -0.724, -2.145], [-2.086, 0.823, -1.215], [-0.730, -0.086, -3.030]],
  "homo_ev": -9.8,
  "homo_lumo_gap_ev": 10.3,
  "mol_weight_g_mol": 91.07,
  "smiles": "C=CO.O=NO"
}

Entry B
{
  "formula": "C2H5NO3",
  "method": "ωB97M-V/def2-TZVPD",
  "species": ["O", "O", "O", "N", "C", "C", "H", "H", "H", "H", "H"],
  "coordinates": [[-0.175, -1.013, 2.794], [1.263, 0.569, -3.246], [-1.096, 0.077, 1.069], [0.752, 0.014, -1.081], [1.181, 0.830, -2.070], [-1.151, -0.585, 2.274], [1.510, 1.815, -1.699], [0.684, 0.375, -0.143], [-1.571, -0.442, 0.405], [0.758, -0.992, -1.009], [-2.157, -0.649, 2.705]],
  "homo_ev": -9.9,
  "homo_lumo_gap_ev": 10.3,
  "mol_weight_g_mol": 91.07,
  "smiles": "NC=O.O=CO"
}

Short version: entry B is the most stable of them.

Entry A
{
  "formula": "C2H5NO3",
  "method": "ωB97M-V/def2-TZVPD",
  "species": ["O", "O", "O", "N", "C", "C", "H", "H", "H", "H", "H"],
  "coordinates": [[-1.665, -0.079, 1.076], [-0.773, -1.870, -0.263], [-1.172, 1.531, -0.454], [-1.150, 0.398, 0.022], [-0.581, -0.639, -0.717], [1.670, 0.770, 0.315], [1.889, -0.188, 0.616], [1.101, 1.356, 0.976], [1.805, 0.979, -0.697], [-1.176, -1.819, 0.615], [0.054, -0.439, -1.486]],
  "homo_ev": [-9.1, -9.3],
  "homo_lumo_gap_ev": [9.0, 7.8],
  "mol_weight_g_mol": 91.07
}

Entry B
{
  "formula": "C2H5NO3",
  "method": "ωB97M-V/def2-TZVPD",
  "species": ["O", "O", "O", "N", "C", "C", "H", "H", "H", "H", "H"],
  "coordinates": [[0.254, 2.454, -1.782], [1.762, -0.010, -0.029], [-0.185, -3.202, 0.904], [-0.402, 0.916, -0.264], [0.752, 0.675, 0.450], [-0.653, 1.880, -1.218], [0.325, -2.659, 1.555], [-1.294, 0.564, 0.192], [0.620, 1.134, 1.478], [0.481, -3.563, 0.378], [-1.659, 1.811, -1.665]],
  "homo_ev": -10.6,
  "homo_lumo_gap_ev": 10.4,
  "mol_weight_g_mol": 91.07,
  "smiles": "O=CNC=O.O"
}

Short version: entry B is the most stable of them.

Entry A
{
  "formula": "C2H5NO3",
  "method": "ωB97M-V/def2-TZVPD",
  "species": ["O", "O", "O", "N", "C", "C", "H", "H", "H", "H", "H"],
  "coordinates": [[-1.312, 0.798, -2.411], [0.873, -1.413, -0.692], [0.420, 0.598, 1.010], [-0.110, 0.196, 2.298], [-0.416, 0.643, -1.416], [0.187, -0.269, -0.788], [-0.164, 1.329, 0.689], [0.696, -0.259, 2.723], [-0.793, -0.535, 2.089], [1.776, -1.247, -0.376], [-1.157, 0.158, -3.126]],
  "homo_ev": -8.1,
  "homo_lumo_gap_ev": 8.5,
  "mol_weight_g_mol": 91.07,
  "smiles": "OC#CO.NO"
}

Entry B
{
  "formula": "C2H5NO3",
  "method": "ωB97M-V/def2-TZVPD",
  "species": ["O", "O", "O", "N", "C", "C", "H", "H", "H", "H", "H"],
  "coordinates": [[-1.357, 0.950, -1.817], [1.065, 0.637, -0.656], [0.743, -1.063, 2.458], [-0.724, -0.880, 0.710], [0.451, -0.723, 1.351], [1.347, 0.229, 0.451], [-0.346, 1.135, -1.536], [2.451, 0.348, 0.811], [-1.391, -1.592, 1.077], [-1.513, 1.442, -2.618], [-0.727, -0.483, -0.231]],
  "homo_ev": -10.2,
  "homo_lumo_gap_ev": 9.7,
  "mol_weight_g_mol": 91.07,
  "smiles": "NC(=O)C=O.O"
}

Short version: entry B is the most stable of them.